Entry 1:
ORCA calculation (ωB97M-V/def2-TZVPD) on 2 unconnected molecules or ions with the total composition C7H7N3.

## Properties
Relative energy (zero: lowest compared OMol25 entry of this formula, charge and spin) in kcal/mol: 53.9
LUMO (spin up / spin down) in eV: -0.249 / -1.690
HOMO level (spin up / spin down) in eV: -5.409 / -9.325

ORCA input file:
```
! RIJCOSX wB97M-V def2-TZVPD def2/J DEFGRID3
* xyz 0 3
C 2.69395 0.45298 1.60683
C -1.65807 0.24685 0.11912
C -0.73482 -0.68852 0.19308
C -1.18895 1.58212 -0.40306
C 2.26375 1.52806 0.78442
C 0.43720 -0.17504 -0.54289
C 0.19513 1.13067 -0.86906
N 3.01759 -0.45258 2.24847
N 1.52460 2.42824 1.30336
N 0.69737 3.17255 1.49558
H -2.57253 0.26159 0.72819
H -0.99551 -1.67979 0.49733
H -1.80919 2.12400 -1.14922
H -0.89979 2.27500 0.42212
H 2.89907 1.71986 -0.03620
H 1.42667 -0.62829 -0.57509
H 0.71475 1.65810 -1.64144
*
```

Here are the natural (NBO) charges for atoms 1 to 2, given in e: 0.23, -0.13

=====

Entry 2:
ORCA calculation (ωB97M-V/def2-TZVPD) on a molecular structure, C38H36N3ORbSSb.

## Properties
Relative energy (zero: lowest compared OMol25 entry of this formula, charge and spin) in kcal/mol: 0.0
LUMO in eV: 1.605
HOMO level in eV: -2.482

ORCA input file:
```
! RIJCOSX wB97M-V def2-TZVPD def2/J DEFGRID3
* xyz -1 1
Rb -0.40517 -0.65860 2.10788
C 1.00654 -3.55625 3.29921
C 2.30308 -2.87393 2.98320
C 3.51131 -3.56489 3.01133
C 4.65373 -2.93241 2.55941
C 4.57316 -1.62639 2.11391
C 3.34356 -0.97289 2.17197
N 2.24516 -1.59576 2.59892
C 3.22183 0.44185 1.69945
C 4.36087 1.23603 1.59480
C 4.24187 2.49470 1.03734
C 3.00522 2.92381 0.60571
C 1.89492 2.09670 0.79279
N 2.01392 0.89091 1.35371
C 0.53518 2.57373 0.40252
C 0.36831 3.67227 -0.43519
C -0.91503 4.11238 -0.71060
C -1.99302 3.46310 -0.14129
C -1.75323 2.35203 0.65898
C -2.88887 1.55926 1.22960
N -0.51461 1.91341 0.89479
H 1.17182 -4.54772 3.71888
H 0.44633 -3.65222 2.35875
H 0.40109 -2.97638 3.99940
H 3.53555 -4.59530 3.33966
H 5.59831 -3.46121 2.53066
H 5.44449 -1.14078 1.70109
H 5.31948 0.88438 1.94540
H 5.10991 3.13359 0.93376
H 2.89973 3.89962 0.15741
H 1.21352 4.16234 -0.89607
H -1.07298 4.94874 -1.37982
H -3.00936 3.76173 -0.35646
H -3.82631 2.10474 1.13602
H -2.72741 1.32249 2.28393
H -2.99197 0.63321 0.65519
C -0.20760 0.74026 5.17244
O -0.96137 -0.45770 4.86475
C -2.20254 -0.27071 4.49182
C -2.81634 -1.60973 4.22680
H 0.69873 0.40806 5.67131
H -0.81653 1.35773 5.82628
H 0.04289 1.27962 4.25742
H -3.81431 -1.58200 4.66739
H -2.23917 -2.45281 4.61906
H -2.96568 -1.75739 3.14782
S -0.41760 -3.06482 -0.01085
Sb -0.89499 -1.04612 -1.25174
C -3.26834 0.84186 -2.34962
C -3.27042 2.15134 -2.86572
C -4.35724 3.02330 -2.78619
C -5.53005 2.61527 -2.16010
C -5.58782 1.32695 -1.63677
C -4.48291 0.48248 -1.74086
C -1.05948 -2.00146 -3.19422
C -1.84660 -1.47387 -4.21216
C -1.89410 -2.08985 -5.45985
C -1.14999 -3.23434 -5.70443
C -0.35964 -3.76458 -4.69144
C -0.31840 -3.15391 -3.44529
C 1.14117 -0.43974 -1.72519
C 1.35820 0.74786 -2.42208
C 2.64614 1.22115 -2.64424
C 3.73952 0.50833 -2.16742
C 3.53348 -0.68144 -1.47958
C 2.24301 -1.14826 -1.25688
H -2.37137 2.53309 -3.35884
H -4.29082 4.02487 -3.20914
H -6.38465 3.28059 -2.09176
H -6.49930 0.98205 -1.15222
H -4.58158 -0.51634 -1.30364
H -2.43022 -0.58289 -4.00269
H -2.52064 -1.67119 -6.23999
H -1.18773 -3.71522 -6.67589
H 0.22143 -4.66293 -4.87060
H 0.27128 -3.58771 -2.64435
H 0.51006 1.31465 -2.79728
H 2.79747 2.14602 -3.19132
H 4.74585 0.87512 -2.33744
H 4.38376 -1.24874 -1.11248
H 2.07348 -2.07312 -0.70909
*
```

Here are the Löwdin charges for atoms 1 to 2, given in e: 0.70, -0.06

=====

Entry 3:
ORCA calculation (ωB97M-V/def2-TZVPD) on a molecular structure, C40H110Cl2FeN10O10.

## Properties
LUMO (spin up / spin down) in eV: 0.289 / 0.285
HOMO level (spin up / spin down) in eV: -8.289 / -7.936

ORCA input file:
```
! RIJCOSX wB97M-V def2-TZVPD def2/J DEFGRID3
* xyz 0 5
Fe 0.39455 0.33002 0.78654
Cl -1.73434 -0.11816 -0.61779
Cl 0.64021 -1.83554 1.87804
C 6.50044 3.78166 -2.26463
C 7.09179 4.49510 -1.01597
C 6.47191 4.02859 0.30465
O 5.06400 4.22003 0.21669
C 4.44523 4.32765 1.53314
N 8.47392 4.22923 -0.98476
H 6.92483 4.24354 -3.15607
H 5.44099 4.03389 -2.30980
H 6.59182 2.69670 -2.31564
H 6.93769 5.56565 -1.15114
H 6.91873 4.50100 1.17946
H 6.63479 2.96043 0.44818
H 4.60210 5.26708 2.06320
H 4.61736 3.50047 2.22180
H 3.36805 4.24831 1.38657
H 8.55461 3.25839 -0.71820
H 8.76127 4.12267 -1.94714
C 2.65107 2.74894 -3.68340
C 2.19440 3.81579 -2.72668
C 0.87603 4.36393 -2.98942
O 0.74881 5.47825 -2.10812
C -0.27045 6.37713 -2.46974
N 2.39940 3.40007 -1.37620
H 1.98873 1.88937 -3.78601
H 3.60828 2.41858 -3.28001
H 2.83016 3.23058 -4.64467
H 2.97837 4.56456 -2.83993
H 0.07948 3.64111 -2.81300
H 0.88848 4.65793 -4.03894
H -1.24259 5.88423 -2.48019
H -0.03772 6.83420 -3.43152
H -0.22842 7.19447 -1.74982
H 2.50578 4.31007 -0.95113
H 3.31090 2.98144 -1.25782
C -2.73110 -5.68988 1.55780
C -3.19673 -4.26146 1.41926
C -3.20598 -3.52787 2.79960
O -4.17816 -4.07567 3.72865
C -4.17414 -3.41105 4.95959
N -2.26133 -3.57028 0.56165
H -3.39266 -6.38024 2.08110
H -1.69173 -5.70603 1.88575
H -2.57354 -6.20987 0.61286
H -4.13795 -4.08349 0.89913
H -3.41868 -2.46165 2.72187
H -2.26097 -3.48828 3.34134
H -3.21905 -3.25135 5.45999
H -4.83893 -4.01736 5.57485
H -4.67429 -2.44305 4.92903
H -1.37568 -3.40345 1.01760
H -2.54111 -2.61879 0.37060
C -3.85563 5.30671 -0.88575
C -3.64599 3.84541 -0.30030
C -4.90652 3.00584 -0.31634
O -5.92836 3.39435 0.55847
C -7.11089 2.61657 0.48892
N -2.47910 3.20478 -0.94869
H -4.03962 5.25276 -1.95876
H -3.02558 5.99257 -0.71638
H -4.78898 5.73107 -0.51577
H -3.45160 3.98783 0.76272
H -4.68854 1.94174 -0.22538
H -5.32416 2.99270 -1.32308
H -7.88583 3.09051 1.09139
H -6.86180 1.62635 0.87038
H -7.52585 2.44907 -0.50499
H -2.52675 3.43760 -1.93034
H -2.43336 2.19590 -0.96213
C -7.58724 -1.04102 4.71092
C -7.64041 -1.11006 3.16708
C -6.18928 -1.21558 2.55352
O -6.25272 -1.04151 1.16187
C -4.90324 -0.98632 0.56760
N -8.38521 -2.30292 2.66304
H -7.06025 -0.13654 5.01472
H -7.07483 -1.88914 5.16504
H -8.53186 -1.00265 5.25343
H -8.06048 -0.15366 2.85573
H -5.82615 -2.22213 2.76111
H -5.54124 -0.47049 3.01503
H -4.56995 0.04697 0.47100
H -4.94244 -1.45999 -0.41331
H -4.10410 -1.46829 1.13080
H -8.22223 -2.37784 1.66909
H -7.92045 -3.05111 3.15730
C 4.12112 -0.18062 -1.32827
C 3.02070 -0.25523 -0.24456
C 3.47942 0.51954 1.00311
O 2.32906 0.64705 1.82474
C 2.68634 1.01011 3.12965
N 1.78547 0.20812 -0.89262
H 4.34902 0.88354 -1.38929
H 3.74258 -0.59370 -2.26325
H 5.03721 -0.69598 -1.03969
H 2.88048 -1.30072 0.03002
H 3.96831 1.48750 0.89296
H 4.27433 -0.09353 1.42780
H 3.46584 1.76829 3.20477
H 3.11877 0.10415 3.55430
H 1.73820 1.22541 3.62238
H 2.01395 0.97450 -1.50952
H 1.74490 -0.54387 -1.56564
C 1.94299 -3.34681 -3.96481
C 0.63998 -2.81611 -3.27977
C 0.40532 -3.45288 -1.87768
O 0.65539 -4.83616 -1.97475
C 0.21384 -5.58845 -0.87248
N 0.67636 -1.34818 -3.25381
H 2.82860 -3.22478 -3.34119
H 2.11071 -2.99997 -4.98446
H 2.06240 -4.42293 -4.09055
H -0.16085 -3.28879 -3.84839
H -0.61962 -3.23033 -1.58093
H 1.08113 -3.09787 -1.09963
H 0.62633 -6.58352 -1.03916
H -0.86876 -5.70687 -0.82721
H 0.67141 -5.23913 0.05311
H -0.08148 -0.98188 -2.69560
H 0.64315 -1.02609 -4.21050
C -0.06270 4.63383 1.17133
C 0.21625 3.18614 1.53261
C -0.90879 2.52111 2.43239
O -0.64988 1.10012 2.46533
C -1.70406 0.49634 3.30787
N 0.23459 2.40228 0.30156
H 0.77449 5.12589 0.67628
H -0.34758 5.18191 2.06941
H -0.88548 4.71596 0.46112
H 1.16529 3.00205 2.03615
H -1.95658 2.71795 2.20546
H -0.78747 2.89842 3.44778
H -2.68898 0.68770 2.88195
H -1.77654 0.82916 4.34328
H -1.52383 -0.57798 3.34616
H -0.66116 2.68442 -0.07010
H 0.82136 2.82991 -0.40053
C 0.36068 -5.04544 4.08334
C 1.81612 -4.97208 4.63919
C 2.50574 -6.28750 4.80158
O 1.88042 -7.06822 5.83809
C 2.57805 -8.28305 6.19288
N 2.54647 -4.16837 3.67553
H 0.14988 -5.90767 3.45071
H 0.00452 -4.18704 3.51376
H -0.29262 -5.28420 4.92255
H 1.93906 -4.47589 5.60188
H 3.57331 -6.15622 4.97811
H 2.49242 -6.85385 3.87036
H 2.81334 -8.81014 5.26827
H 2.17791 -8.98600 6.92353
H 3.57562 -8.05946 6.57099
H 2.10912 -3.29640 3.41382
H 2.65282 -4.62829 2.78264
C 3.27698 0.25616 -6.12678
C 2.30555 -0.54990 -6.93572
C 0.86498 0.05727 -6.82366
O 0.58290 0.38854 -5.46224
C -0.72403 0.83186 -5.08063
N 2.71845 -0.42734 -8.27882
H 3.35916 -0.06371 -5.08801
H 3.09063 1.33002 -6.11277
H 4.30328 0.10263 -6.46030
H 2.35186 -1.59742 -6.63796
H 0.14040 -0.69162 -7.14341
H 0.75248 0.83427 -7.57978
H -1.50802 0.11533 -5.32567
H -0.95401 1.78583 -5.55511
H -0.75458 1.00049 -4.00419
H 3.52045 -1.04124 -8.27237
H 3.13077 0.49285 -8.33657
*
```

Here are the Löwdin charges for atoms 1 to 2, given in e: 0.36, -0.04

=====

Number 1: total energy -11835.144 eV. Number 2: total energy -64534.218 eV. Number 3: total energy -138068.448 eV.